A cluster of 2 separate species, C6H12O2 in total, computed with ωB97M-V with the def2-TZVPD basis set.

Its energy above the lowest of the compared OMol25 structures with the same formula, charge and spin is 146.6 kJ/mol. For the energy, the calculation gives -386.1890 Ha. As for the LUMO energy (alpha / beta): 3.077 / 3.214 eV. Its spin multiplicity is 2. The net charge is -1. As for the HOMO energy (alpha / beta): 0.868 / -6.577 eV.

Element x y z (Å)
O  -2.56  -1.23  -1.99
C  -2.30  -0.45  -1.12
C  -1.01  0.34  -1.00
C  -0.36  0.16  0.40
C  1.05  -0.37  0.46
C  1.33  -1.60  0.10
C  2.76  -2.11  0.05
H  -3.11  -0.08  -0.39
H  -0.38  0.11  -1.88
H  -1.18  1.42  -1.12
H  -0.30  1.19  0.79
H  -1.09  -0.56  0.89
H  1.90  0.27  0.84
H  0.73  -2.21  -0.58
H  3.28  -2.17  0.99
H  3.42  -1.49  -0.59
H  2.86  -3.13  -0.44
H  -1.56  4.70  1.75
H  -2.12  3.34  1.59
O  -1.38  3.87  1.24